# 1
Molecular formula: C5H8N2O
Method: DFT, wB97M-V/def2-TZVPD

Output
E_LUMO   0.0315 hartree
Energy relative to the best compared isomer or geometry (same formula, charge and spin)   890.52 kJ/mol
Gap between HOMO and LUMO   9.57 eV
Calculated total energy   -10333.49652 eV

```
! RIJCOSX wB97M-V def2-TZVPD def2/J DEFGRID3
* xyz 0 1
C -1.2879 -1.3086 0.0417
C 0.1469 1.5328 -0.0442
C 1.1585 0.7301 0.4945
C 1.6203 -0.4489 -0.4415
C 0.2399 -0.8174 -0.0606
H -1.5459 -1.9290 0.9585
H -1.6903 -1.4991 -1.0662
H -2.8187 0.1583 0.0352
H 0.5368 2.4827 -0.3022
H 2.1946 1.1008 0.9798
H 2.4863 -0.9278 0.2128
H 1.8428 -0.4777 -1.5321
H -0.3561 -0.1878 -0.8843
N -1.8218 0.2848 0.4382
N -1.2008 1.5302 -0.0864
O 0.4953 -0.2233 1.2567
*
```

Here are the Mulliken charges for atoms 1 to 2, given in e:
1. C -0.4349
2. C -0.4646


# 2
Molecular formula: C20H42FN4O6
Method: DFT, wB97M-V/def2-TZVPD

Output
E_LUMO   0.0674 hartree
Energy relative to the best compared isomer or geometry (same formula, charge and spin)   564.00 kJ/mol
Gap between HOMO and LUMO   6.10 eV
Calculated total energy   -42379.83309 eV

```
! RIJCOSX wB97M-V def2-TZVPD def2/J DEFGRID3
* xyz -1 1
C 6.1839 -2.1902 1.4215
O 6.8305 -1.5636 0.2445
C 6.3993 -0.1655 0.0853
C 4.8364 0.0238 -0.3847
C 4.4417 -0.7282 -1.7865
C 3.8280 -2.2387 -1.6196
C 2.6388 -2.3899 -0.5019
C 1.3545 -1.3480 -0.7532
C 0.1793 -2.1263 -1.5888
O -1.0888 -1.6836 -1.7606
O 0.4830 -3.4176 -2.2915
N 0.9592 -0.8516 0.6155
C -0.0732 -1.7160 1.2962
C 0.6355 0.6207 0.6551
C -0.7304 1.0663 -0.1313
F 1.7876 1.5062 0.2400
H 5.6101 -3.1338 1.0257
H 5.3921 -1.4965 1.9534
H 7.0096 -2.4524 2.2233
H 7.1206 0.4672 -0.6147
H 6.4827 0.3412 1.1628
H 4.1542 -0.2328 0.5307
H 4.6917 1.1922 -0.5814
H 3.7042 -0.0787 -2.4489
H 5.4593 -0.8495 -2.3978
H 3.3975 -2.6992 -2.6286
H 4.7071 -2.9780 -1.2964
H 2.2741 -3.5220 -0.3977
H 3.0637 -2.1187 0.5805
H 1.6911 -0.4274 -1.4347
H 0.1846 -2.8652 1.1001
H -1.1879 -1.4841 0.9947
H 0.0971 -1.5753 2.4697
H 0.4586 0.8914 1.8044
H -0.6373 0.9331 -1.3122
H -1.6998 0.4799 0.1774
H -0.9600 2.2134 0.1050
C -1.8575 5.6775 2.4342
C -1.7961 4.2261 2.0523
O -1.3769 3.8539 0.9574
N -2.2240 3.3053 2.9639
C -2.7456 3.5391 4.2899
H -1.4842 6.2897 1.6085
H -2.8918 5.9673 2.6385
H -1.2303 5.8607 3.3109
H -2.1526 2.3488 2.6359
H -2.1053 3.0153 5.0028
H -3.7534 3.1210 4.3359
H -2.7799 4.5999 4.5430
C 1.1693 -2.0020 -7.9268
C 2.3302 -2.2305 -7.0015
O 3.4459 -1.7620 -7.2221
N 2.1200 -2.9853 -5.8843
C 0.8954 -3.6170 -5.4525
H 1.4893 -1.3842 -8.7704
H 0.8077 -2.9576 -8.3164
H 0.3677 -1.4779 -7.3993
H 2.9476 -3.0954 -5.3096
H 0.6409 -3.2233 -4.4662
H 1.0773 -4.6911 -5.3758
H 0.0683 -3.4363 -6.1408
C -6.3673 1.2008 3.0371
C -6.7446 2.1977 4.0954
O -6.0015 3.1233 4.4182
N -7.9559 2.0550 4.7073
C -8.9603 1.0446 4.4716
H -5.3771 1.4432 2.6417
H -6.3312 0.1956 3.4659
H -7.0864 1.2383 2.2143
H -8.1402 2.7633 5.4086
H -9.8812 1.5472 4.1683
H -9.1322 0.5129 5.4098
H -8.6626 0.3335 3.6995
*
```

Here are the Mulliken charges for atoms 1 to 2, given in e:
1. C -0.5427
2. O -0.3645


# 3
Molecular formula: C5H10N2O
Method: DFT, wB97M-V/def2-TZVPD

Output
E_LUMO   0.0388 hartree
Energy relative to the best compared isomer or geometry (same formula, charge and spin)   401.94 kJ/mol
Gap between HOMO and LUMO   9.94 eV
Calculated total energy   -10371.13938 eV

```
! RIJCOSX wB97M-V def2-TZVPD def2/J DEFGRID3
* xyz 0 1
H 3.1321 -1.7431 0.4685
N 2.4061 -1.3528 -0.1980
N 2.1857 -0.2134 0.2509
C 1.0418 0.4831 -0.2443
C 1.2367 2.0038 0.0399
C -0.1423 -0.2156 0.4077
O -0.2371 -1.5633 0.1590
C -1.1727 -0.7159 -0.4886
C -2.6271 -0.8349 0.1285
H 0.7046 0.2422 -1.3004
H 1.6424 2.1875 1.0165
H 0.3999 2.6566 -0.2550
H 2.0224 2.3709 -0.5298
H -0.3068 0.0243 1.5020
H -1.2305 -0.5722 -1.5518
H -2.5312 -0.8754 1.1406
H -3.0821 -1.7306 -0.2596
H -3.4420 -0.1514 -0.2863
*
```

Here are the Mulliken charges for atoms 1 to 2, given in e:
1. H 0.2410
2. N -0.6234


# 4
Molecular formula: C10H18Br12N2O2
Method: DFT, wB97M-V/def2-TZVPD

Output
E_LUMO   -0.0164 hartree
Gap between HOMO and LUMO   9.05 eV
Calculated total energy   -858244.50034 eV

```
! RIJCOSX wB97M-V def2-TZVPD def2/J DEFGRID3
* xyz 0 1
C 3.8804 1.9955 9.0561
C 4.3712 2.6723 10.3143
O 4.7944 2.0034 11.2777
N 4.2286 4.0759 10.2754
C 4.4999 4.9587 11.3641
H 2.8127 1.8003 9.1567
H 4.2418 0.9689 8.9961
H 4.2102 2.5631 8.1859
H 3.7339 4.4294 9.4689
H 4.9073 5.9169 11.0414
H 5.1468 4.6260 12.1759
H 3.5868 5.1155 11.9383
C 8.0647 -3.7680 5.2375
C 7.6436 -4.0383 6.7339
O 7.3235 -3.1168 7.4777
N 7.7191 -5.3392 7.1323
C 7.3674 -5.7376 8.5066
H 7.9977 -2.7609 4.8258
H 7.4212 -4.4115 4.6376
H 9.0631 -4.2053 5.2379
H 7.6723 -5.9428 6.3238
H 8.2790 -6.1573 8.9319
H 6.6417 -6.5460 8.4177
H 6.8916 -4.9283 9.0605
C 5.4844 -10.0360 15.7317
Br 4.9806 -10.3954 13.7974
Br 7.3886 -9.4960 15.8533
Br 5.3704 -11.7047 16.7114
H 4.8661 -9.2284 16.1236
C 9.7427 -0.9576 14.1607
Br 10.7962 -1.6831 15.6413
Br 9.8858 -2.0060 12.5307
Br 10.3750 0.8888 13.6516
H 8.6939 -0.8596 14.4408
C 1.7966 1.2943 20.6477
Br 0.2935 1.8265 21.7529
Br 3.3192 0.5620 21.8256
Br 2.3648 2.9297 19.7435
H 1.5180 0.5690 19.8832
C 3.7845 -3.0130 14.2027
Br 2.4702 -1.7129 14.8309
Br 2.9658 -4.4569 13.0079
Br 4.6072 -3.9641 15.7607
H 4.5352 -2.5229 13.5827
*
```

Here are the Mulliken charges for atoms 1 to 2, given in e:
1. C -1.0491
2. C 0.6746


# 5
Molecular formula: C4H5FO2S
Method: DFT, wB97M-V/def2-TZVPD

Output
E_LUMO (alpha / beta)   -0.0033 / -0.0033 hartree
Energy relative to the best compared isomer or geometry (same formula, charge and spin)   764.88 kJ/mol
Gap between HOMO and LUMO (alpha / beta)   7.75 / 7.75 eV
Calculated total energy   -21868.65857 eV

```
! RIJCOSX wB97M-V def2-TZVPD def2/J DEFGRID3
* xyz 0 1
C -1.2889 -1.1540 -0.0520
C 1.0083 -1.2597 -0.4613
C 1.3036 0.2120 -0.4705
C 0.2690 1.0953 0.3010
O -2.2937 -0.5437 0.8581
O -0.9654 1.4204 -0.2568
F 1.3919 -1.7597 0.7389
S -2.0664 0.2192 -0.5411
H -1.7064 -2.0236 -0.5276
H 2.1869 0.3932 0.1433
H 1.1879 0.7616 -1.5098
H 0.2194 0.5714 1.2347
H 0.7539 2.0676 0.5432
*
```

Here are the Mulliken charges for atoms 1 to 2, given in e:
1. C -0.2941
2. C -0.2438


# 6
Molecular formula: C14H16N4O4S2
Method: DFT, wB97M-V/def2-TZVPD

Output
E_LUMO   -0.0174 hartree
Energy relative to the best compared isomer or geometry (same formula, charge and spin)   1742.10 kJ/mol
Gap between HOMO and LUMO   8.26 eV
Calculated total energy   -50581.97562 eV

```
! RIJCOSX wB97M-V def2-TZVPD def2/J DEFGRID3
* xyz 0 1
C -3.7155 -3.6478 0.2186
C -3.4473 -2.1930 0.0485
N -2.3299 -1.4835 -0.1421
N -2.5155 -0.2839 -0.1903
C -3.7437 0.0206 -0.1787
N -4.2061 1.4189 0.0161
C -3.4330 2.5026 0.0569
O -3.8646 3.7344 -0.3942
C -1.9389 2.3922 -0.0473
C -0.9916 2.5101 -1.0408
C 0.2580 2.4713 -0.8765
C 0.6874 1.9211 0.2190
S 2.5501 1.1888 0.4929
O 3.3087 2.3214 -0.0373
O 2.8837 1.0352 1.7256
N 2.4726 0.1231 -0.5345
C 1.8128 -1.1310 -0.2475
C 2.8237 -1.8496 0.7391
O 4.0084 -2.0742 -0.2814
C 4.7497 -1.0320 -0.4322
C 3.8012 -0.0363 -1.3457
C -0.0171 1.5003 1.3022
C -1.3670 2.0428 1.3169
S -4.9478 -1.0710 0.0081
H -4.4347 -3.9782 -0.3864
H -2.8124 -4.0763 0.0400
H -4.3154 -3.7989 1.1885
H -5.1054 1.8953 -0.0394
H -1.4603 2.8376 -1.9690
H 0.9850 2.2603 -1.7368
H 0.8744 -0.7345 0.5897
H 1.5510 -1.6617 -1.0036
H 2.3272 -2.8808 1.1074
H 3.0412 -1.4392 1.4759
H 5.5780 -1.5467 -0.9574
H 4.9533 -0.3619 0.4196
H 4.1514 0.7264 -1.4172
H 3.5794 -0.7645 -2.1765
H 0.3131 1.3179 2.4758
H -2.0642 1.8249 1.9940
*
```

Here are the Mulliken charges for atoms 1 to 2, given in e:
1. C -1.2100
2. C 0.5068


# 7
Molecular formula: H22O11
Method: DFT, wB97M-V/def2-TZVPD

Output
E_LUMO   -0.0104 hartree
Energy relative to the best compared isomer or geometry (same formula, charge and spin)   162.75 kJ/mol
Gap between HOMO and LUMO   9.49 eV
Calculated total energy   -22879.82709 eV

```
! RIJCOSX wB97M-V def2-TZVPD def2/J DEFGRID3
* xyz 0 1
O 0.3154 -0.0031 -0.2707
H 0.1064 -0.8861 -0.5467
H -0.1016 0.0309 0.6343
O -0.3376 2.5189 1.6363
H -0.8406 1.8369 1.1793
H 0.4044 2.8029 1.1073
O -2.8606 -0.6931 -0.9377
H -3.1156 -0.2321 -1.7367
H -1.9556 -1.0121 -1.1497
O -0.5716 -2.3851 -1.2917
H -1.0686 -3.2241 -1.0687
H -0.8366 -2.3561 -2.2197
O 3.0534 -0.6771 -1.7257
H 3.9254 -0.6871 -2.1807
H 2.5464 -1.3201 -2.2287
O 1.5214 -2.6201 0.4303
H 1.2004 -3.0991 -0.3237
H 1.8964 -1.8431 0.0403
O 2.0834 2.3949 -0.0507
H 2.9904 2.1909 -0.0527
H 1.6304 1.5749 -0.1767
O 1.4284 -0.5351 2.2933
H 1.7324 -0.0591 3.0773
H 1.6034 -1.4761 2.3943
O -2.5716 1.7749 0.2163
H -3.3326 2.2849 0.3603
H -2.8266 0.8509 0.2823
O -1.3366 -0.4521 1.8433
H -2.0036 -0.3191 2.4853
H -0.5146 -0.5071 2.3073
O -0.6746 2.1909 -1.8127
H -1.3306 2.3829 -1.1877
H -0.1586 1.5509 -1.3257
*
```

Here are the Mulliken charges for atoms 1 to 2, given in e:
1. O 0.0113
2. H 0.1833